{
  "formula": "C6H15N",
  "method": "wB97M-V/def2-TZVPD",
  "symbols": ["C", "H", "N", "H", "H", "H", "H", "H", "H", "H", "C", "H", "H", "C", "H", "C", "H", "H", "H", "C", "C", "H"],
  "positions_angstrom": [[-1.2889, -1.0279, -0.4289], [2.8838, -0.7550, -0.3882], [0.0542, 1.2286, 0.4926], [3.0315, 1.1351, -0.2993], [-1.3840, -0.8427, -1.5502], [-3.1890, -1.7874, 0.2032], [-0.0121, 2.3614, -1.2610], [-1.7507, -2.3981, 1.1586], [0.1467, 1.2943, 1.4980], [0.7756, 0.4457, -1.3193], [-2.0641, -2.2516, 0.0701], [0.6446, -2.0109, -0.1238], [0.5894, 3.3933, -0.0169], [-0.1770, 2.5586, -0.1122], [-1.1248, 2.7923, 0.2321], [0.2114, -1.0714, 0.0590], [-1.6837, 0.0028, 0.0595], [0.1775, -1.0552, 1.1718], [-2.0378, -3.2731, -0.4431], [2.4639, 0.2057, 0.0649], [0.8461, 0.2240, -0.2371], [2.6046, 0.2725, 1.1357]],
  "atomic_forces_ev_per_a": [[0.713, 1.088, -0.158], [-0.676, 1.460, 0.700], [2.908, 1.917, -1.303], [-1.143, -1.415, -0.039], [0.241, -0.341, 1.335], [2.409, -1.897, -0.603], [-1.317, 0.523, 2.061], [-0.390, -0.108, -1.374], [-0.333, -0.726, 0.504], [-0.235, 0.217, 0.571], [-2.578, 1.182, 2.014], [1.178, -0.816, -1.029], [-0.630, -1.184, 1.086], [2.824, -1.637, -3.447], [-1.937, 1.226, 0.153], [-2.767, 0.294, 1.923], [0.363, -2.116, -0.843], [-0.274, -0.402, -0.312], [0.019, 1.873, 0.298], [-0.298, 0.929, -0.469], [1.823, 0.553, -1.413], [0.101, -0.618, 0.346]],
  "fmax_ha_per_bohr": 0.0923,
  "charge": 1,
  "e_tot_ev": -7945.173,
  "homo_lumo_gap_ev": [11.71, 7.01],
  "spin_multiplicity": 2,
  "s_squared": 0.7555,
  "lumo_ha": [-0.1065, -0.2846]
}